Entry 1:
Below is a cluster of 9 separate species, C59H91F7O19P in total at a distorted geometry, with properties calculated with ωB97M-V with the def2-TZVPD basis set.

Atoms and positions in Å:
H 12.6507 -0.4686 -7.1896
O 0.7317 5.3971 -3.3735
C 11.1894 1.0659 -7.7241
H 5.7945 0.9111 -1.7735
C -5.2351 4.3204 4.4030
H -6.0625 -5.2492 1.0265
H -6.6511 -1.5205 1.4815
C 3.8521 0.9111 -0.7853
H -3.5187 -3.0761 0.9161
C -6.3876 -2.2296 5.0880
H -4.5040 4.6114 1.7753
C 4.4379 6.0343 1.6739
H -5.7461 -4.1995 2.4098
H 10.1589 -4.1279 -3.6935
H 5.8231 1.6253 -0.1652
O 8.8766 -1.3472 -6.5925
C 9.8219 -0.7232 -6.9738
H 10.7145 1.3816 -8.6542
H -7.3987 -4.3380 1.7300
C 1.2270 7.0522 -4.9671
C -7.1471 -1.2959 7.1216
C 3.3055 1.7612 -1.9421
H 6.4238 -2.0723 3.4798
H 4.9125 5.1387 1.2703
C 0.4699 5.7493 -4.7404
H 6.1278 0.1075 1.8693
C -5.1992 2.7410 0.8550
H -10.6514 -2.3188 -3.3475
F -3.2489 -2.7257 -2.7186
C -5.4715 3.3685 3.2517
C 1.5129 -4.3445 3.2235
H -7.2981 -2.3858 4.5037
C -6.3281 -4.2909 1.4847
H 7.6026 0.1766 0.8980
H 1.7165 3.1133 -2.4489
H -2.8775 0.9234 0.1705
H 4.9775 7.4818 3.2214
H -7.0060 0.0323 -0.0351
H 3.0334 1.1268 -2.7892
H 0.5596 -2.6149 2.2574
C 1.2254 -3.4415 2.0244
F -4.2673 -5.1083 -2.8918
H 2.7733 7.8245 -3.6151
H -5.1695 -2.1912 2.0760
H 2.5460 3.5097 -0.9672
C -4.5350 -2.8561 -2.3721
O 9.4916 -0.0674 -1.9585
H -4.4136 4.9938 4.1483
O 7.1215 8.3334 1.5141
H -4.2449 -0.2795 1.3928
H 10.4960 0.8191 -5.6648
H -3.8088 1.1751 -1.2485
H 0.8342 -3.9979 1.1717
H -8.2338 -1.2526 7.0285
H 3.8273 6.4804 -0.3719
H 0.8323 4.9408 -5.3790
C -5.8718 1.4889 1.0533
F -6.0614 -4.6196 -1.8602
O -10.3793 0.9048 -2.7156
H -1.3531 1.4979 -2.8530
H -5.6060 -2.7989 7.0084
C -9.6382 -1.1304 -1.7851
C 8.7963 -3.4249 -2.1229
C 2.6040 -2.9263 1.6676
C 5.3945 0.8132 -0.7624
C -2.1920 -1.5976 1.4167
C -1.3785 -4.5266 6.4811
C 0.3041 0.8698 -1.5998
H 9.3917 -3.9439 -1.3682
F -6.5044 -1.8243 -1.6898
H -7.2089 -3.4596 6.6988
H 10.4543 -1.4151 -4.1331
H -6.8574 -1.1170 8.1538
C 9.5383 -3.2689 -3.4437
H -2.4805 -3.4888 3.5565
H -1.4758 -0.8086 -1.0789
H -1.4940 1.9972 -1.1940
H -4.9039 3.7625 5.2830
H -0.2092 -3.2506 5.1325
H 3.5620 5.7234 2.2393
O 2.8805 -2.0006 0.9677
H -0.7726 -5.3806 6.7760
C -10.1147 -1.3811 -3.2128
H -6.5396 1.8660 4.4269
H 12.2696 -0.4187 -8.9203
H -2.6139 -1.2367 2.3707
H -0.7088 -4.7992 4.4521
C 2.1363 2.6748 -1.5382
O 10.8210 -1.2596 -7.7160
O 7.1024 -1.6911 1.5393
C -6.1672 2.1327 3.4387
H 3.5060 -5.0090 3.8472
C -9.6308 0.3833 -1.7000
H 6.0340 -3.2884 2.2272
H -0.6038 5.8497 -4.8770
C 6.0986 7.7162 1.4249
H -12.0066 -0.2887 -3.1304
H -2.5224 -2.4718 -0.4212
C -5.1439 -1.6199 -1.6396
H 5.1645 -1.7676 2.2509
C 2.9399 -4.8033 2.9410
H 0.8135 -5.1709 3.3389
O -4.5198 -4.4150 5.1023
C 10.1190 0.7364 -6.6858
H 0.4482 -0.0824 -1.0880
H 6.5106 -1.0333 -0.9065
H 1.4846 1.4825 0.1155
O -6.0872 -0.8093 5.0878
C 10.3208 -1.9821 -3.2161
O 2.3312 5.7782 -1.8611
H 9.2216 1.3371 -6.7978
H 3.3128 7.6957 0.8103
H 7.8418 -3.9343 -2.2296
H 5.0315 -1.2196 0.0072
H 2.9720 -5.6844 2.2958
H -4.7995 3.0111 -0.1174
H -5.5737 -2.7728 4.6214
H -6.1273 4.8842 4.6788
C -5.7282 -2.0131 1.1421
C -2.3513 -3.4190 4.6311
O 3.5583 -3.7093 2.2470
C -6.3562 1.2310 2.3636
O -6.5130 0.9449 6.4260
C -6.5746 -2.5877 6.5525
H 3.5018 -0.1165 -0.8924
C -6.0127 0.4782 -0.0563
F -4.1644 -4.6900 -0.8190
O -9.0877 1.0563 -0.8808
C 1.0316 1.9526 -0.7595
H -10.3397 -1.5137 -1.0418
O -0.9919 -1.5252 1.2840
C -10.9780 -0.1533 -3.4764
C 9.4378 -1.2294 -2.2391
H -6.8712 0.2962 2.5506
H 8.8255 -3.1219 -4.2563
O -2.7501 -4.9478 6.3707
C -3.1379 -2.1736 0.4272
H 1.4916 7.2176 -6.0097
C 11.8603 -0.2873 -7.9215
H 4.1165 2.4080 -2.2975
C -6.5487 -0.2361 6.2121
H 1.4912 -3.7536 4.1412
H -2.5038 -2.3870 4.9543
C -2.1307 -0.0748 -1.5379
H -2.4660 -0.3829 -2.5282
H 0.3279 2.7093 -0.4067
H 0.8009 0.8278 -2.5726
O 8.5582 -2.0826 -1.6679
C 1.8657 5.9900 -2.9427
O -6.0454 -3.2767 0.5649
H -10.9957 0.1365 -4.5252
H -8.6445 -1.5254 -1.5947
C 4.1066 6.9952 0.5407
H 3.2533 6.3637 -4.5155
C 5.8615 -0.5364 -0.1833
F -4.9652 -0.6237 -2.5869
H 11.8830 1.8469 -7.4190
C -3.3511 -4.2973 5.3438
C -3.3170 0.3830 -0.6783
C 6.6951 -0.4057 1.0808
H 0.6187 7.8953 -4.6360
C 6.1370 -2.2246 2.4319
H 3.5245 1.2986 0.1801
C -4.7784 -4.3288 -1.9251
H 6.2030 6.2135 2.9644
H -5.9838 1.0470 -0.9899
P -4.5803 -0.8474 0.1016
C -1.0155 -3.9811 5.1065
H 11.2873 -2.1663 -2.7434
C -1.1963 1.1552 -1.8251
H -1.3150 -3.7634 7.2602
C 5.4555 6.8371 2.4819
O 5.3211 7.7457 0.3211
C 2.4244 6.8846 -4.0336
C -5.0111 3.6620 1.9339
F -5.1971 -2.8806 -3.5946
H -9.2579 -1.3832 -3.8879

Values from the calculation:
M = 1268.32 g/mol
total charge = -1
F_max = 0.03619 hartree/bohr
HOMO energy = -4.38 eV
multiplicity = 1
energy above the lowest of the compared OMol25 structures with the same formula, charge and spin = 0.000 eV
E_LUMO = 1.64 eV

Entry 2:
Below is a cluster of 2 separate species, ClH2O in total at a distorted geometry, with properties calculated with ωB97M-V with the def2-TZVPD basis set.

Atoms and positions in Å:
O 1.3199 -2.6808 1.1330
H 0.9758 -1.9442 0.5786
H 1.4284 -2.2874 2.0285
Cl 0.0000 0.0000 0.0000

Values from the calculation:
M = 53.47 g/mol
total charge = -1
F_max = 0.02434 hartree/bohr
HOMO energy = -3.97 eV
multiplicity = 1
energy above the lowest of the compared OMol25 structures with the same formula, charge and spin = 0.000 eV
E_LUMO = 4.86 eV

Entry 3:
Below is a cluster of 2 separate species, C2H9NO in total at a distorted geometry, with properties calculated with ωB97M-V with the def2-TZVPD basis set.

Atoms and positions in Å:
H -0.9274 -1.9983 -0.5602
O -0.2448 -0.4972 0.7388
N 2.3392 1.6863 -0.9255
C -0.9955 0.5692 0.3085
H -1.6397 -1.8784 1.0725
H 1.7785 1.4624 -1.7729
H -1.9573 0.5597 0.9380
H 2.7152 0.7465 -0.6699
H -1.3681 0.6189 -0.7565
H 1.5364 1.6920 -0.2961
H -0.0618 -2.6420 0.9748
H -0.4447 1.5765 0.4160
C -0.7300 -1.8956 0.5327

Values from the calculation:
SMILES string = COC.N
M = 63.10 g/mol
F_max = 0.05863 hartree/bohr
HOMO energy = -9.89 eV
multiplicity = 1
energy above the lowest of the compared OMol25 structures with the same formula, charge and spin = 1.457 eV
E_LUMO = 0.86 eV